[1]
The following is a DFT calculation (the ωB97M-V functional and the def2-TZVPD basis) of the molecule C3H8N4S.

**F_max**: 4.3 eV/Å
**HOMO level**: -0.320 Ha
**Relative energy (zero: lowest compared OMol25 entry of this formula, charge and spin)**: 89.44 kcal/mol
**HOMO-LUMO gap**: 9.39 eV
**Structure (SMILES)**: [H]/N=C(\NS)N(C)N=C

```
16
C3H8N4S (the ωB97M-V functional and the def2-TZVPD basis)
C -1.125 1.987 0.341
C -2.594 -1.297 -0.114
C -0.082 -0.187 0.051
H -1.963 2.551 0.641
H -0.364 1.934 1.149
H -0.858 2.691 -0.544
H -2.105 -2.224 0.536
H -3.557 -1.589 -0.436
H 0.909 -1.536 0.351
H 1.263 1.449 -0.788
H 3.009 0.036 1.166
N -1.198 0.540 0.001
N -2.416 -0.046 -0.433
N -0.005 -1.356 0.516
N 1.202 0.493 -0.278
S 2.712 -0.234 -0.149
```

---

[2]
The following is a DFT calculation (the ωB97M-V functional and the def2-TZVPD basis) of a structure of composition C44H50BrHgN3O.

**F_max**: 0.2 eV/Å
**HOMO level (alpha / beta)**: -0.124 / -0.143 Ha
**Total charge**: -1
**<S²>**: 0.7532
**Relative energy (zero: lowest compared OMol25 entry of this formula, charge and spin)**: 2.56 kcal/mol
**HOMO-LUMO gap (alpha / beta)**: 5.97 / 6.21 eV
**2S+1**: 2

```
100
C44H50BrHgN3O (the ωB97M-V functional and the def2-TZVPD basis)
Hg 1.023 -0.313 1.424
C 1.845 3.450 4.001
C 1.689 3.360 2.499
C 2.701 2.780 1.728
C 4.002 2.357 2.366
C 2.498 2.571 0.360
C 3.523 1.838 -0.470
C 1.307 2.980 -0.246
C 1.111 2.746 -1.722
C 0.304 3.577 0.520
C -1.016 3.937 -0.121
C 0.511 3.800 1.885
C -0.536 4.543 2.685
H 2.387 4.348 4.316
H 2.385 2.586 4.385
H 0.878 3.456 4.500
H 4.012 1.281 2.571
H 4.179 2.876 3.305
H 4.847 2.576 1.713
H 4.122 2.523 -1.080
H 3.031 1.138 -1.147
H 4.204 1.260 0.150
H 0.770 1.723 -1.904
H 2.043 2.881 -2.272
H 0.379 3.426 -2.151
H -0.972 4.905 -0.632
H -1.817 3.982 0.613
H -1.308 3.185 -0.853
H -1.349 3.895 3.030
H -0.993 5.328 2.083
H -0.103 5.021 3.561
C -1.039 0.977 5.635
C -0.736 0.869 4.265
N -0.279 -0.231 3.727
C -0.063 -1.326 4.489
C -0.336 -1.317 5.879
C -0.836 -0.114 6.429
C -0.111 -2.473 6.660
C 0.382 -3.591 6.038
C 0.655 -3.626 4.666
C 0.454 -2.518 3.835
N 0.762 -2.444 2.525
C 0.929 -3.551 1.742
C 0.186 -4.719 1.857
C 0.356 -5.805 0.985
C 1.269 -5.773 -0.033
C 2.037 -4.601 -0.220
C 2.978 -4.475 -1.267
C 3.662 -3.307 -1.435
C 3.401 -2.249 -0.543
N 2.563 -2.341 0.454
C 1.870 -3.490 0.642
H -1.422 1.908 6.035
H -0.869 1.711 3.591
H -1.055 -0.079 7.491
H -0.326 -2.457 7.721
H 0.573 -4.485 6.622
H 1.063 -4.532 4.239
H -0.562 -4.782 2.636
H -0.262 -6.684 1.125
H 1.402 -6.612 -0.705
H 3.129 -5.313 -1.939
H 4.376 -3.176 -2.238
H 3.903 -1.293 -0.668
C -3.766 2.068 -5.013
C -4.292 1.095 -3.948
C -4.936 -0.111 -4.647
C -5.378 1.813 -3.146
C -3.139 0.630 -3.062
C -3.097 0.837 -1.694
C -2.006 0.410 -0.955
Br -2.071 0.649 0.936
C -0.869 -0.231 -1.499
O 0.178 -0.539 -0.821
C -0.956 -0.494 -2.911
C -2.055 -0.055 -3.626
C 0.167 -1.290 -3.583
C 0.252 -2.675 -2.924
C -0.080 -1.499 -5.079
C 1.516 -0.568 -3.438
H -4.581 2.416 -5.655
H -3.015 1.593 -5.646
H -3.302 2.936 -4.540
H -5.757 0.211 -5.295
H -5.330 -0.814 -3.911
H -4.210 -0.646 -5.262
H -6.182 2.129 -3.815
H -4.984 2.701 -2.648
H -5.810 1.159 -2.386
H -3.906 1.328 -1.170
H -2.083 -0.250 -4.690
H -0.688 -3.217 -3.055
H 0.453 -2.579 -1.858
H 1.054 -3.263 -3.382
H -0.994 -2.068 -5.267
H 0.755 -2.064 -5.499
H -0.146 -0.550 -5.618
H 1.764 -0.439 -2.387
H 1.479 0.415 -3.916
H 2.304 -1.154 -3.923
```

---

- The lowest relative energy (zero: lowest compared OMol25 entry of this formula, charge and spin) belongs to which entry?
  C44H50BrHgN3O

---

- What is the formula in the second record?
  C44H50BrHgN3O

---

- Which of these has the highest F_max?
  C3H8N4S